{
  "formula": "C5H14NO2",
  "method": "the ωB97M-V functional and the def2-TZVPD basis",
  "total_charge": -1,
  "homo_lumo_gap_ev": 6.91,
  "relative_energy_kcal_mol": 35.2,
  "elements": ["C", "C", "N", "C", "C", "C", "O", "H", "H", "H", "H", "H", "H", "H", "H", "H", "H", "H", "H", "H", "H", "O"],
  "positions_angstrom": [[1.3312, -1.8851, -2.2391], [1.4012, -1.4419, -0.7397], [0.8927, -0.0705, -0.6694], [1.9735, 0.9392, -0.6772], [0.1181, 0.2026, 0.5871], [-0.8791, 1.4141, 0.5402], [-1.5173, 1.4693, 1.7378], [1.0198, -1.0228, -2.8349], [0.8144, -2.7946, -2.5579], [2.3222, -2.1285, -2.6394], [0.6337, -2.0241, -0.2310], [2.4142, -1.5632, -0.3516], [2.6034, 0.9466, 0.2015], [1.5458, 1.9141, -0.9223], [2.5898, 0.9016, -1.5995], [-0.3797, -0.7310, 0.8420], [0.7901, 0.4776, 1.4196], [-1.6329, 1.2314, -0.2626], [-0.2565, 2.1951, 0.0590], [-2.4298, 0.3348, 1.7920], [-3.9175, -0.0340, 1.7237], [-3.0767, -0.4447, 1.4469]],
  "forces_ev_per_angstrom": [[1.588, 0.112, -0.591], [-1.615, 0.060, -1.607], [0.846, 1.291, 1.427], [-0.556, 0.015, -2.575], [0.025, 0.093, -0.539], [-0.497, -2.357, -0.992], [0.676, 1.306, 0.589], [-0.362, -0.262, 0.107], [-0.721, 0.242, 0.698], [0.364, 0.229, 0.194], [0.549, -0.302, 0.448], [-0.040, -0.144, 0.334], [0.185, 0.045, 0.453], [-0.259, 0.121, 1.014], [0.178, -0.902, 0.423], [-0.403, 0.216, 0.149], [0.080, -0.305, -0.015], [0.261, -0.289, -0.141], [-0.198, 0.981, 1.033], [0.224, -0.284, -1.091], [0.341, -0.526, -0.347], [-0.666, 0.660, 1.028]],
  "nbo_charge": [-0.63, -0.23, -0.45, -0.43, -0.24, -0.03, -0.92, 0.22, 0.20, 0.18, 0.21, 0.16, 0.17, 0.21, 0.18, 0.19, 0.15, 0.11, 0.09, 0.50, 0.43, -1.05]
}